Record 1
Entry from the OMol25 dataset: a 2-piece molecular cluster, C5H9N2O overall (wB97M-V/def2-TZVPD).

The geometry in XYZ format:
```
17
Properties=species:S:1:pos:R:3:forces:R:3
C -1.750098 0.919372 -0.541832 -0.384 -1.707 0.681
C -1.446855 -0.466116 0.090982 1.966 0.494 -3.775
C 1.039449 -0.644864 -0.037382 2.893 -1.827 -1.611
C 1.624979 0.587306 -0.681324 1.314 -0.399 0.628
C 0.045857 1.456589 0.567069 -1.379 0.801 7.537
N -1.021780 1.845473 -0.144048 -0.128 0.966 -1.252
N -0.115848 -0.296685 0.679641 -2.047 2.546 -2.968
O 1.243744 1.652636 0.126012 -0.045 1.118 0.332
H -2.555198 1.069390 -1.220064 -0.733 0.124 -0.315
H -2.083966 -0.656228 0.856261 -2.288 -0.738 2.063
H -1.436046 -1.271686 -0.682263 -0.224 0.512 0.743
H 0.949632 -1.441751 -0.896504 0.115 0.956 2.349
H 1.777876 -0.764601 0.791467 -0.336 -1.322 -0.979
H 2.660269 0.616278 -0.527384 1.769 -0.625 0.076
H 1.575308 0.685870 -1.710167 -1.360 0.627 -2.163
H -0.154231 1.824553 2.098180 0.738 -0.746 -4.463
H -0.105682 -0.672488 1.555331 0.127 -0.779 3.115
```
Positions in Å, forces in eV/Å.

orbital gap: 11.21 eV
ΔE to the lowest compared entry with this formula, charge and spin: 112.6 kcal per mole
highest occupied orbital energy: -15.15 eV
largest force on an atom: 7.70 eV Å⁻¹
charge: +1
DFT total energy: -10347.73647 eV

Let us look at the Mulliken charges, expressed in e, one per atom:
1. C -0.08
2. C -0.62
3. C -0.38
4. C -0.62
5. C 0.04
6. N -0.26
7. N 0.01
8. O -0.28
9. H 0.45
10. H 0.42
11. H 0.31
12. H 0.24
13. H 0.37
14. H 0.36
15. H 0.37
16. H 0.36
17. H 0.31

***

Record 2
Entry from the OMol25 dataset: the molecule C2HN5O (wB97M-V/def2-TZVPD).

The geometry in XYZ format:
```
9
Properties=species:S:1:pos:R:3:forces:R:3
O -0.597812 0.965634 1.992288 -0.491 -2.384 -4.721
C -0.662347 0.187141 1.009796 0.085 0.658 5.546
N -1.418833 0.245682 -0.218440 1.262 1.506 -0.748
N -0.715698 0.552943 -1.229778 -0.420 -0.728 2.231
C 0.725919 0.482265 -0.956927 -4.047 -1.770 -0.884
N 1.165797 -0.551623 -0.408980 1.743 -2.386 0.738
N 0.537511 -1.660602 0.289406 -1.121 4.192 1.830
N -0.231421 -1.219413 1.230311 0.786 -0.809 -3.046
H 1.196884 0.997974 -1.707677 2.203 1.721 -0.946
```
Positions in Å, forces in eV/Å.

orbital gap: 8.73 eV
ΔE to the lowest compared entry with this formula, charge and spin: 92.1 kcal per mole
highest occupied orbital energy: -10.29 eV
largest force on an atom: 5.59 eV Å⁻¹
DFT total energy: -11582.01294 eV

Let us look at the Mulliken charges, expressed in e, one per atom:
1. O -0.48
2. C 0.66
3. N -0.18
4. N -0.11
5. C -0.03
6. N -0.09
7. N -0.12
8. N -0.11
9. H 0.45

***

Record 3
Entry from the OMol25 dataset: C18H14Cl2N2O2PtS2 as an isolated structure (wB97M-V/def2-TZVPD).

The geometry in XYZ format:
```
41
Properties=species:S:1:pos:R:3:forces:R:3
Pt 0.985937 1.530627 1.276689 -0.026 -0.485 0.079
Cl 3.995687 1.563244 1.366550 0.012 0.306 -0.560
C 4.236010 0.402157 2.616224 -2.908 0.692 -0.229
C 5.491292 0.174853 3.026741 1.611 0.458 0.866
C 5.685353 -0.623497 4.130314 0.722 -0.387 0.112
C 4.617696 -1.125743 4.798883 0.527 -2.132 2.113
C 3.338345 -0.902607 4.388284 -0.700 0.329 -0.575
Cl 2.079205 -1.624565 5.293914 -0.351 -0.194 0.277
C 3.058377 -0.120837 3.258764 1.411 -0.277 0.047
S 1.394639 0.010292 2.817455 -0.173 0.613 -0.566
H 6.346601 0.763387 2.719795 -0.198 -0.190 -0.769
H 6.683975 -0.873069 4.453651 0.105 0.153 0.111
H 4.758538 -1.824701 5.672668 -0.078 1.002 -0.998
C -2.516134 -3.047400 -4.237348 1.349 -1.305 0.622
C -2.360713 -2.283459 -2.978927 0.305 0.571 2.174
C -1.170731 -1.975894 -2.323629 -1.352 -0.137 0.461
C -1.133310 -1.319705 -1.088237 0.475 0.068 -1.159
C -2.291189 -1.008439 -0.477331 -1.936 1.594 1.376
C -3.540557 -1.312612 -1.057823 0.476 1.478 1.372
C -3.491196 -1.865008 -2.279583 -1.926 -1.214 -1.888
S -2.249010 0.030292 1.021400 -1.016 -0.955 0.181
O -3.523194 0.730551 1.121343 0.572 -1.002 0.032
O -1.782838 -0.866267 2.059841 -0.277 0.965 -0.273
N -1.138722 1.151135 0.775786 0.511 -1.559 1.291
C -1.159262 1.960252 -0.263156 0.381 1.511 -0.042
C -2.191210 2.262499 -1.120112 0.289 1.112 -1.859
C -1.908659 3.141402 -2.188190 -0.652 -0.869 0.461
C -0.651916 3.713886 -2.361291 1.278 -0.990 2.226
C 0.314827 3.430992 -1.349203 -1.895 -0.088 -0.813
N 0.041298 2.613097 -0.316121 0.704 0.548 -1.168
H -1.587821 -3.659615 -4.350734 -0.577 0.657 -0.498
H -2.653196 -2.327820 -5.019537 -0.157 -0.112 -0.894
H -3.313824 -3.800208 -4.155398 -0.053 0.611 -0.210
H -0.259750 -2.315416 -2.662054 1.927 -0.578 -1.225
H -0.202227 -0.923378 -0.717874 0.281 -0.318 0.280
H -4.515365 -0.977103 -0.649282 0.996 -0.329 0.030
H -4.463613 -2.054278 -2.742876 0.198 -0.044 -0.078
H -3.161188 1.818461 -1.003368 -0.145 -0.056 0.046
H -2.741353 3.295873 -2.870377 0.323 0.279 -0.111
H -0.291330 4.321881 -3.156339 -0.392 0.412 -0.609
H 1.270520 3.916731 -1.429531 0.362 -0.137 0.367
```
Positions in Å, forces in eV/Å.

2S+1: 3
orbital gap (spin up / spin down): 8.25 / 5.90 eV
ΔE to the lowest compared entry with this formula, charge and spin: 25.8 kcal per mole
highest occupied orbital energy (spin up / spin down): -7.92 / -8.37 eV
largest force on an atom: 3.05 eV Å⁻¹
DFT total energy: -75928.16067 eV

Let us look at the Mulliken charges, expressed in e, one per atom:
1. Pt 0.36
2. Cl -0.21
3. C 0.89
4. C -0.73
5. C -0.28
6. C -0.62
7. C 0.29
8. Cl -0.19
9. C 0.06
10. S -0.08
11. H 0.34
12. H 0.38
13. H 0.30
14. C -1.32
15. C 0.53
16. C -0.88
17. C -0.11
18. C 0.25
19. C -0.77
20. C -0.24
21. S 1.38
22. O -0.73
23. O -0.72
24. N -0.70
25. C 0.68
26. C -0.43
27. C -0.39
28. C -0.66
29. C -0.22
30. N -0.35
31. H 0.33
32. H 0.31
33. H 0.38
34. H 0.41
35. H 0.40
36. H 0.38
37. H 0.29
38. H 0.51
39. H 0.38
40. H 0.41
41. H 0.37

***

Record 4
Entry from the OMol25 dataset: C3H11BBeN3O as an isolated structure (wB97M-V/def2-TZVPD).

The geometry in XYZ format:
```
20
Properties=species:S:1:pos:R:3:forces:R:3
C 1.413870 -1.496015 0.383042 -0.062 0.069 0.024
C 2.168595 -0.315595 -0.219587 -0.183 -0.177 0.041
C 1.348707 0.987372 -0.368742 0.680 -1.371 0.010
N 0.007946 1.053482 0.310160 0.305 3.520 -1.267
N -1.044544 1.167489 -0.288462 -1.416 -1.767 1.070
B -2.260663 0.365059 -0.777589 0.029 0.418 -1.024
N -3.192061 0.144287 0.239673 0.900 -0.478 0.649
O -2.344448 -0.002929 -2.074342 0.632 0.024 0.224
H 0.497785 -1.708386 -0.172471 0.019 -0.064 -0.025
H 2.036494 -2.387976 0.370256 -0.014 -0.017 -0.064
H 1.137419 -1.318676 1.423992 -0.016 0.009 0.009
H 2.487295 -0.607313 -1.219112 0.113 0.089 -0.002
H 3.069135 -0.108805 0.355832 -0.011 -0.020 0.042
H 1.900217 1.816001 0.075289 -0.187 0.133 0.008
H 1.175509 1.173985 -1.423146 -0.318 0.165 0.067
H 0.038497 1.650103 1.163530 0.396 -0.492 0.048
H -3.606187 -0.772251 0.346849 -0.466 0.178 -0.254
H -3.032465 0.570214 1.141125 -0.099 0.047 -0.005
H -2.494528 -0.933017 -2.241835 -0.441 -0.162 -0.298
Be 0.693428 0.722972 2.975540 0.139 -0.103 0.748
```
Positions in Å, forces in eV/Å.

orbital gap: 6.25 eV
highest occupied orbital energy: -12.23 eV
largest force on an atom: 3.75 eV Å⁻¹
charge: +1
DFT total energy: -10875.57018 eV

Let us look at the Mulliken charges, expressed in e, one per atom:
1. C -0.91
2. C -0.30
3. C -0.54
4. N 0.68
5. N -0.74
6. B 0.40
7. N -0.33
8. O -0.49
9. H 0.23
10. H 0.36
11. H 0.10
12. H 0.30
13. H 0.31
14. H 0.32
15. H 0.36
16. H 0.28
17. H 0.25
18. H 0.25
19. H 0.33
20. Be 0.13

***

Record 5
Entry from the OMol25 dataset: a 2-piece molecular cluster, C4H9O2Si overall (wB97M-V/def2-TZVPD).

The geometry in XYZ format:
```
16
Properties=species:S:1:pos:R:3:forces:R:3
C -3.299516 -0.045665 -0.205041 -0.909 -1.398 3.460
C 0.277905 0.650072 1.564916 1.631 -1.411 0.471
C 1.768794 -1.405540 -0.010942 1.320 1.051 0.796
C 0.167355 0.769404 -1.447367 -0.570 1.850 -2.021
O -3.260580 0.364836 -1.275825 0.275 0.541 -1.370
O -3.591880 -0.420422 0.886199 0.704 0.741 -2.012
Si 0.043187 -0.454470 -0.018677 0.101 -0.325 0.467
H 0.522810 -0.172363 2.335273 -0.154 1.414 -0.735
H 1.025313 1.487976 1.600502 -0.326 -0.760 -0.096
H -0.665380 1.030096 1.835658 -1.296 0.653 0.503
H 2.232258 -1.349856 1.010389 -0.534 0.086 -0.425
H 1.580595 -2.441212 -0.133561 -0.163 -1.196 -0.374
H 2.658716 -1.154638 -0.650708 -0.926 0.104 -0.002
H 0.704357 0.339194 -2.323201 -0.410 -0.126 0.350
H -0.892000 1.053364 -1.853123 1.836 -0.413 0.704
H 0.728060 1.749220 -1.314489 -0.580 -0.812 0.282
```
Positions in Å, forces in eV/Å.

orbital gap: 5.34 eV
ΔE to the lowest compared entry with this formula, charge and spin: 20.4 kcal per mole
highest occupied orbital energy: -1.76 eV
largest force on an atom: 3.84 eV Å⁻¹
charge: -1
DFT total energy: -16266.78742 eV

Let us look at the Mulliken charges, expressed in e, one per atom:
1. C 0.35
2. C -1.03
3. C -1.23
4. C -0.87
5. O -0.25
6. O -0.28
7. Si -0.16
8. H 0.20
9. H 0.30
10. H 0.31
11. H 0.26
12. H 0.32
13. H 0.35
14. H 0.28
15. H 0.15
16. H 0.31

***

Record 6
Entry from the OMol25 dataset: the molecule C6H6O3 (wB97M-V/def2-TZVPD).

The geometry in XYZ format:
```
15
Properties=species:S:1:pos:R:3:forces:R:3
C -1.772240 -0.013364 -1.420868 -0.515 -2.269 0.529
C -0.547197 -0.213980 -0.512493 -2.665 0.942 -1.708
O 0.010850 -1.388650 -0.530257 0.554 -2.226 0.898
C 1.019910 -1.629287 0.329475 0.000 -1.265 -0.842
C 1.639864 -0.737569 1.085358 0.851 1.770 1.684
C 1.051626 0.636331 1.176129 0.870 -2.278 -2.076
O 1.508438 1.572785 1.795524 -0.287 0.631 0.426
C -0.047922 0.782400 0.196616 0.498 0.707 1.208
O -0.519430 2.041454 0.097333 -0.552 -0.452 -0.313
H -2.797279 -0.532287 -1.099106 2.532 0.667 -0.384
H -1.947841 1.009582 -1.282667 -0.539 1.572 -0.608
H -1.547563 -0.311479 -2.476100 -0.234 0.438 0.894
H 1.237690 -2.678407 0.286509 0.537 -0.220 -0.056
H 2.599094 -0.947609 1.655416 -1.625 0.007 -0.678
H 0.111998 2.410081 0.699131 0.574 1.978 1.026
```
Positions in Å, forces in eV/Å.

orbital gap: 9.58 eV
ΔE to the lowest compared entry with this formula, charge and spin: 19.2 kcal per mole
highest occupied orbital energy: -8.88 eV
largest force on an atom: 3.30 eV Å⁻¹
DFT total energy: -12460.27153 eV

Let us look at the Mulliken charges, expressed in e, one per atom:
1. C -1.16
2. C 0.11
3. O -0.37
4. C -0.21
5. C -0.45
6. C 0.90
7. O -0.67
8. C 0.52
9. O -0.64
10. H 0.25
11. H 0.38
12. H 0.27
13. H 0.41
14. H 0.31
15. H 0.33